DFT (wB97M-V/def2-TZVPD) results for 2 unconnected molecules or ions with the total composition C20H28N2O5 in a non-equilibrium geometry.

ORCA input file:
```
! RIJCOSX wB97M-V def2-TZVPD def2/J DEFGRID3
* xyz 0 1
O -4.691 -0.533 2.628
O -0.428 0.696 3.489
O 1.928 0.616 -3.938
O 4.926 -3.045 -1.305
O 6.617 -2.086 -2.460
N -2.515 0.268 4.192
N -2.804 -1.294 1.648
C -2.704 0.095 -3.283
C 2.613 0.921 -2.971
C -1.357 0.685 -1.345
C 5.728 -2.009 -1.632
C -4.763 -2.706 1.686
C -2.510 0.709 -0.541
C 5.502 -0.675 -0.930
C 3.942 0.220 -2.721
C -4.075 -1.407 2.034
C 4.105 -0.097 -1.222
C 2.463 1.729 -0.589
C -2.310 0.642 5.590
C -3.860 0.115 -2.482
C 2.199 2.074 -2.062
C 3.878 1.173 -0.380
C -3.764 0.421 -1.112
C -2.389 1.039 0.936
C -1.452 0.380 -2.714
C -1.903 -0.133 1.806
C -1.573 0.323 3.243
H 4.013 0.939 0.681
H 4.752 0.872 -3.060
H 3.978 -0.700 -3.313
H 3.351 -0.841 -0.934
H -3.172 0.343 6.188
H 1.139 2.302 -2.209
H -2.779 -0.137 -4.337
H -0.567 0.365 -3.334
H 5.230 -3.781 -1.858
H -4.288 -3.522 2.227
H -4.824 -0.097 -2.922
H 2.775 2.961 -2.339
H -5.811 -2.636 1.974
H 2.327 2.626 0.025
H -0.396 0.904 -0.911
H -2.176 1.723 5.666
H 5.613 -0.841 0.145
H -1.415 0.150 5.978
H 1.739 0.983 -0.247
H -3.447 -0.006 3.898
H 4.618 1.936 -0.648
H -0.941 -0.435 1.391
H -1.682 1.863 1.044
H -2.423 -2.080 1.146
H -3.351 1.393 1.310
H -4.654 0.442 -0.499
H -4.692 -2.877 0.613
H 6.276 0.034 -1.240
*
```

E_LUMO	0.487	eV
HOMO energy	-9.16	eV
largest force on an atom	0.03953	hartree/bohr
DFT total energy	-1264.695539	hartree

DFT (wB97M-V/def2-TZVPD) results for a gas-phase ion, C20H28N3O5S (charge +1) in a non-equilibrium geometry.

ORCA input file:
```
! RIJCOSX wB97M-V def2-TZVPD def2/J DEFGRID3
* xyz 1 1
S -3.517 2.040 -0.024
O 1.249 -1.240 -1.337
O 7.346 1.722 0.425
O -3.298 2.513 1.311
O -3.711 3.016 -1.050
O 2.887 0.820 -0.807
N 4.890 0.938 0.624
N 1.315 0.452 0.809
N -4.765 0.943 -0.131
C -5.946 1.309 -0.889
C -5.091 -2.675 0.548
C -0.999 -0.515 -1.932
C -4.196 -2.835 1.590
C 2.541 0.665 0.353
C 0.147 -0.488 -1.136
C -0.963 1.098 0.323
C -5.302 -1.431 -0.019
C -7.174 1.431 0.006
C 8.364 -0.489 0.158
C -3.525 -1.726 2.077
C 0.157 0.358 -0.012
C 1.297 -2.086 -2.470
C -3.732 -0.477 1.523
C 3.674 0.729 1.417
C -2.105 0.247 -1.603
C -2.092 1.032 -0.468
C -4.616 -0.313 0.456
C 5.919 -0.119 0.657
C 7.159 0.410 -0.082
H 0.509 -2.842 -2.435
H 8.622 -0.502 1.214
H 8.228 2.035 0.200
H -8.029 1.744 -0.585
H 8.147 -1.503 -0.164
H 2.268 -2.576 -2.426
H 1.223 -1.513 -3.396
H -1.033 -1.137 -2.811
H -7.401 0.478 0.479
H 5.542 -1.030 0.194
H 3.722 -0.209 1.971
H 6.189 -0.318 1.698
H -6.007 -1.339 -0.829
H -4.036 -3.808 2.028
H 4.450 1.010 -0.365
H -5.636 -3.526 0.167
H -6.994 2.169 0.784
H 6.944 0.465 -1.161
H 3.497 1.550 2.112
H 5.396 1.811 0.829
H -5.715 2.272 -1.345
H -2.843 -1.830 2.908
H -2.986 0.227 -2.224
H -3.242 0.387 1.939
H -0.977 1.735 1.193
H -6.120 0.585 -1.692
H 1.144 0.465 1.806
H 9.222 -0.131 -0.405
*
```

E_LUMO	-2.484	eV
HOMO energy	-10.34	eV
largest force on an atom	0.02223	hartree/bohr
DFT total energy	-1717.335364	hartree

DFT (wB97M-V/def2-TZVPD) results for a molecular structure, C20H28N4O2 in a non-equilibrium geometry.

ORCA input file:
```
! RIJCOSX wB97M-V def2-TZVPD def2/J DEFGRID3
* xyz 0 1
O -1.825 -2.321 -2.276
O -3.506 -0.084 1.937
N -0.385 2.614 -0.166
N 0.326 -2.075 -1.481
N -0.919 -1.076 0.920
N -2.647 1.047 0.197
C 3.249 2.256 0.404
C -1.925 1.190 -1.277
C 1.288 -1.325 1.924
C -1.754 -2.166 -0.090
C 1.843 2.443 0.875
C -1.025 -2.155 -1.383
C -0.935 2.491 0.957
C -3.193 -0.013 0.867
C 2.673 -2.037 1.860
C -2.367 2.520 0.909
C 0.468 -1.980 0.937
C 3.001 1.124 -1.591
C -3.130 -1.197 0.000
C 1.677 1.762 -1.572
C 1.054 2.274 -0.337
C -1.238 2.345 -1.503
C 3.893 1.565 -0.509
C 2.356 -2.557 -0.435
C 3.248 -2.061 0.770
C 1.106 -1.905 -0.573
H 3.056 -2.264 -1.567
H -1.369 -1.111 1.729
H 1.630 -0.348 1.817
H -1.956 3.359 -1.363
H -2.797 2.157 1.695
H -2.953 3.166 0.672
H -3.915 -1.929 0.310
H -1.407 0.260 -1.200
H 4.150 -2.417 0.636
H -0.808 3.557 1.405
H 2.264 -3.496 -0.396
H 3.579 -0.834 0.352
H 0.965 1.343 -2.301
H -3.531 -1.179 -1.049
H 0.605 -2.310 -2.411
H 0.213 -2.962 1.049
H -2.954 1.099 -1.738
H 4.874 1.423 -0.593
H 0.963 -1.579 3.044
H 3.487 -1.772 2.773
H 2.582 -3.021 2.122
H 3.840 2.255 1.383
H -0.581 2.221 -2.200
H 1.548 2.884 1.620
H -1.975 -3.171 0.389
H 3.437 0.843 -2.421
H 1.339 -0.734 -0.447
H -0.485 1.930 1.676
*
```

E_LUMO	0.425	eV
HOMO energy	-7.61	eV
largest force on an atom	0.35428	hartree/bohr
DFT total energy	-1147.688389	hartree

DFT (wB97M-V/def2-TZVPD) results for a single C20H28N4OS molecule.

ORCA input file:
```
! RIJCOSX wB97M-V def2-TZVPD def2/J DEFGRID3
* xyz 0 1
S 0.487 2.079 -1.026
O 1.748 0.942 1.388
N -3.512 0.665 -2.730
N 0.641 -0.514 -0.637
N -1.480 0.407 -0.473
N 0.307 -2.345 3.274
C 2.826 -1.343 -1.209
C 3.980 0.195 0.775
C 2.267 1.923 2.263
C 2.027 -0.522 -0.430
C -2.307 -1.822 -1.181
C -2.039 -0.861 -0.018
C 2.602 0.241 0.604
C 4.195 -1.392 -1.014
C -3.337 0.562 -4.166
C -2.374 1.525 -0.687
C -0.152 0.591 -0.680
C -1.212 -1.424 1.122
C -0.047 -3.151 2.291
C -0.095 -1.087 3.210
C -2.710 1.742 -2.168
C -0.855 -0.580 2.171
C 1.101 2.767 2.752
C 4.768 -0.611 -0.029
C -0.803 -2.750 1.200
C -4.915 0.802 -2.395
H 0.585 3.193 1.895
H -2.848 -1.269 -1.948
H -5.363 1.713 -2.823
H -3.913 -0.287 -4.534
H -2.918 -2.655 -0.843
H 0.294 -4.175 2.379
H -3.210 2.718 -2.273
H 2.364 -1.939 -1.984
H 5.836 -0.632 0.128
H 0.229 -1.410 -0.847
H -1.055 -3.465 0.433
H -1.150 0.457 2.161
H 0.208 -0.459 4.037
H 1.464 3.569 3.387
H 2.985 2.558 1.728
H 4.446 0.775 1.557
H 0.401 2.155 3.315
H -1.395 -2.216 -1.624
H -3.668 1.465 -4.700
H 4.806 -2.031 -1.633
H -5.459 -0.063 -2.774
H -3.019 -0.614 0.412
H -1.876 2.431 -0.327
H -2.285 0.391 -4.389
H -3.281 1.366 -0.103
H -1.764 1.792 -2.710
H 2.777 1.441 3.109
H -5.036 0.835 -1.314
*
```

E_LUMO	0.622	eV
HOMO energy	-7.83	eV
largest force on an atom	0.01517	hartree/bohr
DFT total energy	-1471.340612	hartree